1.
{"formula": "C4H13NO2", "method": "ωB97M-V with the def2-TZVPD basis set", "mol_weight_da": 107.15, "smiles": "C[C@H](O)[C@@H](C)N.O", "total_charge": 0, "gap_ev": 10.2, "e_above_lowest_kcal_mol": 22.6, "homo_ev": -9.51, "fmax_ev_per_a": 2.8, "total_energy_ha": -365.40651, "symbols": ["C", "C", "O", "C", "C", "N", "H", "H", "H", "H", "H", "H", "H", "H", "H", "H", "H", "O", "H", "H"], "xyz": [[-0.733888, 1.054615, 1.525877], [-1.011965, -0.433278, 1.238388], [-0.231574, -1.234004, 2.178621], [-0.575194, -0.831414, -0.138517], [1.007126, -0.862781, -0.271952], [-1.078490, -2.114203, -0.616415], [-0.906449, 1.140709, 2.610469], [-1.383938, 1.805248, 1.097782], [0.332736, 1.257879, 1.399927], [-2.031896, -0.754268, 1.408689], [-0.353124, -0.860670, 3.051650], [-0.930301, -0.060587, -0.837835], [1.385561, -1.697040, 0.332660], [1.501812, 0.039033, 0.106152], [1.329583, -1.081205, -1.271663], [-1.049448, -2.748584, 0.198024], [-0.302993, -2.658211, -1.008545], [1.968245, 3.041185, -3.681323], [1.027551, 2.993618, -3.492865], [2.036655, 4.003956, -3.829118]], "atomic_forces_ev_per_a": [[-0.1, -0.9, 1.5], [0.9, -0.2, 0.7], [-0.1, 0.2, -0.6], [2.3, 0.3, -1.6], [-0.8, 0.0, 1.3], [0.3, -1.9, 1.2], [0.0, 0.3, -0.1], [0.0, -0.1, -0.6], [-0.3, 0.2, -0.3], [-0.6, 0.5, -0.2], [-0.1, 0.0, 0.2], [-0.1, -0.1, 0.2], [-0.2, 0.2, 0.1], [-0.1, -0.1, -0.3], [-0.1, 0.2, -0.7], [-1.1, 0.6, 0.3], [0.0, 0.9, -1.1], [-0.2, 1.1, -0.1], [-0.2, -0.5, 0.1], [0.5, -0.6, 0.0]]}


2.
{"formula": "C2H5OTl", "method": "ωB97M-V with the def2-TZVPD basis set", "mol_weight_da": 249.44, "total_charge": 0, "gap_ev": 8.5, "e_above_lowest_kcal_mol": 0.0, "homo_ev": -8.49, "fmax_ev_per_a": 1.5, "total_energy_ha": -326.85537, "symbols": ["O", "C", "C", "Tl", "H", "H", "H", "H", "H"], "xyz": [[-1.015222, 1.150309, -1.676033], [0.993333, -1.429965, 0.476578], [0.791540, -0.615846, 1.527226], [-1.545703, -0.074414, -0.100459], [-0.970071, 1.200904, -2.628692], [0.788169, -2.500173, 0.575774], [1.474549, -1.255570, -0.488776], [1.213989, 0.392168, 1.551495], [0.290148, -0.973130, 2.430620]], "atomic_forces_ev_per_a": [[0.5, 0.7, -0.5], [0.6, -0.9, 0.8], [1.1, -0.4, -0.7], [-1.4, -0.4, 0.5], [0.0, -0.1, -0.2], [-0.6, 0.3, 0.1], [0.0, 0.8, 0.5], [-0.5, -0.1, -0.1], [0.2, 0.1, -0.3]]}


3.
{"formula": "C37H43F4INO3", "method": "ωB97M-V with the def2-TZVPD basis set", "mol_weight_da": 752.65, "total_charge": -1, "gap_ev": 6.8, "homo_ev": -4.77, "fmax_ev_per_a": 6.9, "total_energy_ha": -2413.10548, "symbols": ["C", "C", "N", "C", "C", "C", "C", "C", "C", "C", "O", "C", "C", "C", "I", "C", "O", "O", "H", "H", "H", "H", "H", "H", "H", "H", "H", "H", "H", "H", "H", "H", "H", "H", "H", "H", "H", "H", "H", "H", "H", "F", "C", "C", "C", "C", "C", "C", "H", "H", "H", "H", "H", "F", "C", "C", "C", "C", "C", "C", "H", "H", "H", "H", "H", "F", "C", "C", "C", "C", "C", "C", "H", "H", "H", "H", "H", "F", "C", "C", "C", "C", "C", "C", "H", "H", "H", "H", "H"], "xyz": [[-0.043727, -1.831363, 0.933742], [-0.196012, -0.394276, 0.735809], [0.775193, 0.551582, 1.317513], [0.190667, 1.081044, 2.558120], [1.054542, 0.462098, 3.806336], [-0.147873, 2.628379, 2.706385], [0.152534, 3.245482, 4.187079], [1.426730, 1.436868, 0.355612], [0.335530, 2.197830, -0.546904], [0.862617, 3.461753, -1.363739], [0.833993, 4.672598, -0.546434], [2.190830, 0.456078, -0.721662], [3.273779, -0.512989, 0.019936], [4.777644, 0.047455, -0.266954], [3.247437, -2.574647, -0.751853], [2.628604, 2.348911, 0.898736], [3.494238, 2.921286, 0.126031], [2.903794, 2.546293, 2.259322], [-0.290111, -2.348880, 1.934805], [0.277452, -2.481421, 0.039592], [-1.129573, -0.084323, 0.133216], [-0.832614, 0.546044, 2.701213], [1.389213, -0.581452, 3.486143], [0.315156, 0.295870, 4.681004], [1.888619, 1.148591, 4.154798], [-1.289451, 2.780569, 2.568936], [0.346349, 3.343329, 1.975791], [1.281421, 3.459454, 4.297411], [-0.246850, 2.561149, 5.013979], [-0.428886, 4.244720, 4.210768], [-0.016636, 1.433565, -1.328890], [-0.615377, 2.515815, 0.002914], [1.892082, 3.226697, -1.794122], [0.171269, 3.638966, -2.272321], [1.778788, 4.867726, -0.338022], [2.833124, 1.085996, -1.449007], [1.468875, -0.115579, -1.391518], [3.145559, -0.469295, 1.151480], [5.052801, 0.864730, 0.499311], [4.874524, 0.480652, -1.334099], [5.549819, -0.803146, -0.220464], [0.455426, 1.369061, -3.138859], [0.616360, 0.737549, -4.312671], [-0.251171, 1.012984, -5.358202], [-0.081387, 0.362306, -6.575880], [0.947232, -0.564124, -6.730543], [1.809240, -0.836227, -5.671751], [1.647125, -0.178075, -4.457348], [-1.050709, 1.730837, -5.216348], [-0.749802, 0.575955, -7.403149], [1.076236, -1.074655, -7.679757], [2.607319, -1.560997, -5.792392], [2.314281, -0.371147, -3.625240], [7.995426, 3.265516, 6.450622], [6.776623, 3.673131, 6.049193], [6.052839, 4.542745, 6.849624], [4.795051, 4.968189, 6.432465], [4.272010, 4.510396, 5.225157], [5.005779, 3.633054, 4.431438], [6.268100, 3.216165, 4.843155], [6.472900, 4.881716, 7.789806], [4.222893, 5.654977, 7.047628], [3.289236, 4.839096, 4.902510], [4.593691, 3.273948, 3.491783], [6.857321, 2.540466, 4.234180], [-0.031578, -4.526594, -0.818924], [-1.279957, -4.650133, -1.292677], [-1.473384, -5.075457, -2.597736], [-2.768484, -5.208487, -3.087964], [-3.854676, -4.904272, -2.270983], [-3.648004, -4.473306, -0.963658], [-2.353747, -4.350581, -0.469095], [-0.615559, -5.299459, -3.221078], [-2.931471, -5.547894, -4.105291], [-4.864891, -5.004083, -2.655742], [-4.495195, -4.232885, -0.329940], [-2.174365, -4.024941, 0.548316], [-7.429712, -6.255258, -2.353131], [-7.905402, -5.019332, -2.134021], [-7.755597, -4.443548, -0.881875], [-8.243969, -3.160816, -0.656305], [-8.886212, -2.472207, -1.682297], [-9.035459, -3.061776, -2.934083], [-8.537647, -4.340240, -3.163650], [-7.260280, -4.997551, -0.092879], [-8.124981, -2.698415, 0.317569], [-9.270754, -1.473124, -1.504199], [-9.539514, -2.525678, -3.731106], [-8.637253, -4.810945, -4.134662]], "atomic_forces_ev_per_a": [[-0.6, 1.3, -0.2], [1.1, -2.2, -0.4], [-2.3, -0.2, 1.0], [-0.3, -0.3, 2.5], [-1.3, 0.1, 0.2], [-0.6, 1.1, 1.0], [-0.2, 0.2, -1.0], [0.4, -0.3, -2.6], [-0.3, 0.4, -1.0], [-0.5, -0.6, -0.5], [1.4, -0.8, -0.7], [1.1, -0.2, 0.0], [1.1, 2.3, -0.2], [0.2, -0.3, -0.2], [-0.3, 0.7, 0.4], [4.2, 2.9, 4.6], [-3.4, -2.0, 0.1], [-2.6, -1.9, -4.9], [2.3, 1.0, -1.1], [-2.3, 0.8, 1.1], [2.3, 0.0, -0.4], [1.5, 0.8, -0.4], [-0.1, 1.6, 0.4], [1.2, 0.3, -1.1], [-0.9, -1.1, -0.7], [1.7, -0.4, 0.0], [-0.4, -1.3, 0.8], [-1.9, -0.5, -0.1], [0.7, 1.0, -1.1], [1.0, -1.5, 0.2], [0.5, 1.3, 1.7], [1.5, -0.4, -0.3], [-1.2, 0.5, 0.8], [0.9, -0.2, 1.5], [-1.0, -0.4, 0.0], [-1.2, -0.7, 1.3], [0.7, 0.5, 1.3], [-0.2, -0.6, -1.6], [-0.6, -1.2, -1.3], [-0.3, -0.6, 1.7], [-1.2, 1.2, 0.2], [0.1, -0.2, -0.9], [0.1, -0.4, -0.7], [-0.1, 0.1, 0.0], [0.3, -0.1, 0.2], [0.0, 0.0, -0.1], [-0.3, 0.2, -0.1], [0.1, 0.0, 0.2], [0.1, 0.0, 0.0], [0.0, 0.0, 0.1], [0.0, 0.1, 0.1], [-0.1, 0.1, 0.1], [-0.1, 0.0, 0.0], [0.3, -0.1, 0.1], [-0.9, 0.3, -0.3], [0.2, 0.0, 0.2], [0.1, -0.2, -0.3], [0.0, 0.1, 0.1], [0.1, 0.0, 0.0], [0.1, 0.0, 0.1], [0.0, 0.0, -0.1], [0.1, -0.1, 0.0], [0.1, -0.1, 0.0], [-0.1, 0.0, 0.0], [0.0, 0.0, 0.0], [0.0, -0.2, -0.1], [-0.6, 0.0, -0.2], [0.1, 0.0, -0.1], [-0.1, 0.1, 0.3], [-0.1, 0.0, -0.1], [0.2, -0.1, -0.3], [0.0, 0.0, 0.2], [0.0, 0.0, 0.1], [0.0, 0.0, 0.1], [0.1, 0.0, 0.0], [0.1, 0.0, 0.0], [0.1, 0.0, -0.1], [0.1, -0.1, 0.0], [-0.3, 0.7, 0.1], [0.1, -0.1, 0.1], [-0.1, -0.1, -0.3], [0.0, 0.0, 0.0], [0.1, -0.1, 0.3], [0.0, -0.1, -0.1], [0.0, 0.0, -0.1], [0.0, -0.1, -0.1], [0.1, -0.1, 0.0], [0.1, -0.1, 0.1], [0.0, 0.0, 0.1]]}


4.
{"formula": "C4H12N3", "method": "ωB97M-V with the def2-TZVPD basis set", "mol_weight_da": 102.16, "smiles": "N/C=C(\\[NH3+])CCN", "total_charge": 1, "gap_ev": 8.3, "e_above_lowest_kcal_mol": 84.0, "homo_ev": -12.17, "fmax_ev_per_a": 2.7, "total_energy_ha": -323.54435, "symbols": ["N", "C", "C", "N", "C", "C", "N", "H", "H", "H", "H", "H", "H", "H", "H", "H", "H", "H", "H"], "xyz": [[-1.033230, 0.037539, 2.469636], [-0.540956, -0.808581, 1.516262], [-0.600514, -0.559282, 0.165300], [-1.947054, -0.248823, -0.378536], [0.620076, -0.474742, -0.709826], [1.274470, 0.917275, -0.944036], [2.420958, 0.811739, -1.794864], [-1.335924, 0.922617, 2.090000], [-0.840305, 0.050079, 3.453692], [-0.073230, -1.652587, 2.011900], [-2.123425, -0.806477, -1.220037], [-2.674882, -0.262671, 0.338945], [-2.049004, 0.716120, -0.731213], [0.344606, -0.852739, -1.699057], [1.421040, -1.061249, -0.230546], [0.429326, 1.423753, -1.412047], [1.426047, 1.481777, -0.017246], [2.517931, 1.552596, -2.461715], [2.586040, -0.132754, -2.098540]], "atomic_forces_ev_per_a": [[-1.2, 0.2, -1.8], [0.4, 1.0, 1.8], [0.4, -0.6, 0.8], [0.5, 2.6, -0.5], [0.1, -0.8, 0.1], [-1.9, 0.0, 0.1], [-0.1, -0.2, 1.0], [0.1, 0.1, 0.5], [-0.1, -0.8, 0.1], [1.2, 0.1, -0.6], [-0.3, -0.5, 0.5], [-0.1, -0.9, -0.1], [0.2, 0.0, -0.1], [0.6, -0.3, -0.1], [-0.4, -0.4, -0.3], [0.1, 0.8, -0.5], [0.4, -0.4, 0.1], [0.1, -0.2, -0.4], [0.2, 0.2, -0.5]]}